The following is a DFT calculation (ωB97M-V/def2-TZVPD) of a structure of composition C18H29BrCl2LiN2NaO3P at a distorted geometry.

The geometry in XYZ format:
```
58
Properties=species:S:1:pos:R:3:forces:R:3
N -4.68368 2.68843 2.12679 -0.04 0.07 -0.39
P -5.30008 2.53728 0.69346 0.53 -0.04 1.03
C -5.94788 0.85764 0.30880 -0.81 0.44 -0.60
C -5.21918 -0.04925 -0.46368 -0.21 0.48 1.02
C -3.85322 0.19288 -1.05899 -0.40 -0.43 -0.62
C -2.84549 -0.91338 -0.70491 -0.31 0.20 -0.13
C -2.32330 -0.90124 0.73620 0.74 -1.06 -0.23
Cl -2.20486 0.64844 1.48796 -0.88 -0.51 0.62
C -5.82378 -1.31700 -0.75211 0.30 -0.32 -0.44
O -5.49371 -1.90700 -1.84173 -0.48 -0.69 -0.13
C -6.77438 -1.82875 0.18558 0.46 0.92 -0.24
C -7.46665 -0.88862 0.96336 -0.35 -1.21 0.33
C -7.22606 0.44686 0.80548 1.69 1.62 0.22
O -8.30346 1.23797 1.15602 -1.41 -0.56 0.08
H -3.71698 2.99006 2.06182 0.02 -0.12 0.30
H -6.40275 3.38841 0.58222 -0.03 -0.20 -0.71
H -4.43843 2.87841 -0.36867 -0.38 -0.06 -0.19
H -3.44872 1.18277 -0.87332 0.08 -0.12 0.25
H -3.97449 0.11254 -2.14581 0.03 0.06 0.06
H -3.34330 -1.87321 -0.89057 0.08 0.05 -0.10
H -2.02775 -0.83160 -1.42285 0.18 0.06 0.29
H -1.27817 -1.30007 0.70200 -0.01 0.17 -0.03
H -2.89936 -1.61195 1.37445 -0.40 0.37 0.03
H -6.90531 -2.89852 0.29270 -0.19 0.03 -0.13
H -8.17024 -1.23631 1.71296 -0.31 0.22 -0.25
Na -8.05097 -1.23977 -2.10703 0.77 -0.17 0.31
Br -8.68006 2.97630 1.56542 0.60 -0.22 0.22
Li -1.70838 -3.35339 1.35554 -0.07 0.73 -0.15
Cl 0.17245 1.92885 0.61026 0.85 0.26 -0.42
C 5.99447 0.20793 -1.93860 -0.16 0.14 -0.17
C 5.92053 -0.57394 -0.60362 0.67 0.34 -1.73
C 4.97286 -1.76879 -0.75141 -0.49 -0.17 0.27
C 3.49420 -1.38245 -0.76688 0.12 0.10 0.06
C 3.14727 -0.50404 0.43450 -0.02 -0.68 -0.12
C 4.05407 0.71647 0.56299 -0.92 1.54 -0.68
N 5.50491 0.34332 0.49829 -0.68 -2.20 1.30
O 5.85414 -0.18891 1.63190 0.44 0.60 -0.01
C 3.70018 1.73102 -0.53942 0.04 0.01 -0.36
C 3.72153 1.44699 1.85818 0.31 -0.20 0.54
C 7.33559 -1.10635 -0.38186 0.13 -0.04 0.64
H 6.20963 1.26254 -1.76826 -0.06 -0.01 0.06
H 6.79505 -0.17279 -2.57401 0.01 -0.15 0.11
H 5.08069 0.13460 -2.52689 -0.04 0.10 0.07
H 5.13703 -2.46727 0.07647 0.09 0.12 0.08
H 5.21879 -2.31604 -1.66583 0.17 0.11 -0.02
H 3.24119 -0.87043 -1.69911 0.01 0.03 0.02
H 2.88345 -2.29049 -0.74412 0.01 -0.01 -0.04
H 2.10679 -0.17538 0.36339 0.09 0.30 0.05
H 3.21461 -1.11354 1.34440 0.19 0.08 0.04
H 4.39404 2.57442 -0.52731 0.07 -0.06 0.02
H 2.69476 2.12166 -0.37187 -0.01 -0.12 0.16
H 3.69458 1.30716 -1.54218 0.09 0.00 0.01
H 3.81379 0.80834 2.73732 0.16 -0.04 -0.07
H 2.68796 1.78719 1.81286 -0.06 0.01 -0.18
H 4.36783 2.31539 2.00067 0.04 -0.03 -0.05
H 8.04790 -0.28889 -0.25481 -0.03 0.01 0.02
H 7.64772 -1.69606 -1.24423 -0.14 0.08 -0.11
H 7.40258 -1.75840 0.48804 -0.05 0.15 0.09
```
Positions in Å, forces in eV/Å.

Results
- Frontier orbital gap (alpha / beta): 3.59 / 3.59 eV
- HOMO energy (alpha / beta): -6.269 / -6.269 eV
- Net charge: 0
- DFT total energy: -137249.06992 eV
- Multiplicity: 2

The following is a DFT calculation (ωB97M-V/def2-TZVPD) of the molecule C10H18N2O5 at a distorted geometry.

The geometry in XYZ format:
```
35
Properties=species:S:1:pos:R:3:forces:R:3
C -0.70639 -0.60484 -3.43416 0.00 0.83 -1.66
C -1.31745 -1.05586 -2.13524 -0.70 -0.71 -0.37
C -0.40532 -0.94306 -0.94145 -0.52 -1.62 0.13
C 0.76348 -1.95379 -1.02903 1.34 1.00 0.33
C -1.20782 -1.22172 0.36679 0.85 1.03 -0.35
N -2.00885 -2.41514 0.28806 -0.95 0.35 0.42
C -1.96703 0.11493 0.73377 3.42 -1.44 0.51
O -3.13536 0.21179 0.68115 -3.32 0.17 -0.22
N -1.17313 1.15285 1.17025 0.35 0.57 -0.36
C 0.25571 1.07269 1.33831 0.47 -1.19 0.54
C 1.11233 2.14340 0.60219 -1.71 1.40 -0.47
C 2.56516 1.84274 0.48691 1.66 -1.78 0.12
O 3.08467 0.86361 -0.06252 -1.14 2.85 1.32
O 3.25024 2.80702 1.22403 -0.65 -1.12 -1.33
C 0.50975 1.23071 2.82544 0.82 0.20 0.97
O -0.17355 1.83250 3.61251 -0.19 -0.05 -0.48
O 1.67949 0.66768 3.20064 0.28 0.46 0.86
H 0.17332 -1.17405 -3.70331 0.19 -0.39 0.01
H -0.32573 0.43865 -3.40543 -0.45 -0.36 0.18
H -1.38604 -0.66699 -4.34331 0.55 0.02 1.28
H -2.28333 -0.56215 -1.99207 0.12 0.27 0.23
H -1.55996 -2.11803 -2.17350 -0.16 -0.15 -0.41
H -0.07903 0.07021 -0.91125 0.77 0.74 0.09
H 1.34610 -1.83125 -1.96834 -0.32 0.06 0.62
H 1.49102 -1.75723 -0.17212 -0.80 -0.33 -1.05
H 0.46343 -3.00344 -0.99459 -0.36 0.23 0.18
H -0.41559 -1.45321 1.07266 -0.19 0.22 0.63
H -2.48510 -2.55436 1.18429 0.55 -0.11 0.00
H -2.81025 -2.16995 -0.26938 -0.38 -0.11 -0.70
H -1.63575 1.86996 1.73329 0.07 -0.31 -0.42
H 0.62225 0.04392 1.07923 -0.24 1.24 0.09
H 0.65409 2.36654 -0.40877 0.61 -0.54 0.97
H 1.04847 3.10789 1.16605 -0.18 -0.75 -0.46
H 4.18245 2.67618 1.04521 0.61 -0.17 0.07
H 1.87375 0.97180 4.13370 -0.41 -0.49 -1.26
```
Positions in Å, forces in eV/Å.

Results
- Frontier orbital gap: 9.83 eV
- SMILES string: CC[C@H](C)[C@H](N)C(=O)N[C@@H](CC(=O)O)C(=O)O
- HOMO energy: -9.436 eV
- Net charge: 0
- DFT total energy: -23880.57587 eV
- Multiplicity: 1

The following is a DFT calculation (ωB97M-V/def2-TZVPD) of a structure of composition C3H4ClN3O at a distorted geometry.

The geometry in XYZ format:
```
12
Properties=species:S:1:pos:R:3:forces:R:3
C 0.24459 0.28824 -1.73175 -2.33 0.95 -0.68
C -0.03206 1.10773 1.79725 2.10 -0.58 -3.77
C -0.31497 -0.74332 0.54008 1.40 -3.70 2.05
H -0.26078 1.47286 -2.22932 2.52 -3.52 1.94
H 1.17673 -0.23475 -2.32843 -2.50 1.79 1.74
H -0.78484 -0.28814 -1.91101 2.62 0.62 0.37
H -0.20716 -2.68400 -0.37187 -0.83 2.57 3.09
N 0.42554 0.25797 -0.13719 -1.88 -1.05 -3.23
N 0.51313 1.40982 0.60320 -0.59 0.71 2.96
N -0.47330 -2.11347 0.60561 0.89 3.30 -3.91
O -0.52718 -0.11728 1.77953 -1.21 -1.94 0.05
Cl 0.24028 1.64434 3.38389 -0.19 0.84 -0.60
```
Positions in Å, forces in eV/Å.

Results
- Frontier orbital gap: 9.11 eV
- HOMO energy: -8.628 eV
- Net charge: 0
- DFT total energy: -22211.32663 eV
- Multiplicity: 1

The following is a DFT calculation (ωB97M-V/def2-TZVPD) of a structure of composition C3H7N3 at a distorted geometry.

The geometry in XYZ format:
```
13
Properties=species:S:1:pos:R:3:forces:R:3
C 1.82810 0.25609 0.06852 3.65 0.81 -0.41
C 0.79734 1.11194 0.10081 -2.70 -1.77 -1.71
C -0.63181 0.79812 -0.21799 1.76 -2.68 3.29
H 2.34532 -2.01197 -0.10858 -0.57 3.32 0.13
H 0.64472 -1.20200 0.07530 3.94 -0.94 -1.19
H 2.82544 0.77841 0.06518 -0.80 -0.78 0.55
H 0.94556 2.04481 0.45914 0.90 2.99 0.48
H -1.50255 1.39778 -0.46351 0.86 1.24 -0.58
H -3.03858 0.62972 -0.39633 2.29 -4.04 1.72
H -2.58607 -1.02960 0.95440 -1.23 2.17 -3.85
N 1.80962 -1.07549 -0.16133 -5.72 -2.65 0.89
N -1.06153 -0.35918 0.22848 -0.02 3.13 -2.93
N -2.40460 -0.50876 -0.10910 -2.36 -0.81 3.60
```
Positions in Å, forces in eV/Å.

Results
- Frontier orbital gap: 8.41 eV
- HOMO energy: -7.584 eV
- Net charge: 0
- DFT total energy: -7689.25132 eV
- Multiplicity: 1